Formula: C5H8N4O
Source: OMol25
Level of theory: ωB97M-V/def2-TZVPD

Geometry (Å):
C1 -1.7723 1.0338 -0.8245
C2 -1.1472 -0.3276 -1.0561
O1 -2.1854 -1.1844 -1.5179
C3 -0.5195 -0.9211 0.2057
C4 0.7808 -0.3088 0.6319
N1 1.2457 0.7603 -0.0096
N2 2.3695 1.2896 0.4100
C5 2.9551 0.7207 1.4506
N3 2.5078 -0.3553 2.0970
N4 1.3956 -0.8826 1.6770
H1 -1.0039 1.7862 -0.6595
H2 -2.4392 1.0135 0.0398
H3 -2.3546 1.3161 -1.7011
H4 -0.3652 -0.2258 -1.8185
H5 -1.7978 -2.0149 -1.8090
H6 -1.2230 -0.8459 1.0401
H7 -0.3430 -1.9911 0.0644
H8 3.8966 1.1373 1.7795

## Properties
* structure (SMILES): C[C@H](O)Cc1nncnn1
* HOMO-LUMO gap: 8.697 eV
* highest occupied orbital energy: -9.482 eV

Formula: C5H8N4O
Source: OMol25
Level of theory: ωB97M-V/def2-TZVPD

Geometry (Å):
C1 -1.2637 0.0968 0.0239
C2 -0.3366 -0.9745 -0.0875
C3 0.0643 1.4669 0.0551
C4 -2.5381 0.5597 0.2137
C5 -0.6982 -2.4255 -0.1592
N1 0.9209 -0.5963 -0.1309
N2 1.0904 0.7339 -0.2481
N3 -0.1914 2.7469 -0.1064
N4 2.4198 1.2538 -0.1490
O1 -2.8287 1.7469 0.5009
H1 -3.3020 -0.3510 0.0490
H2 -0.9244 -2.9580 -1.0550
H3 -0.0596 -2.9686 0.4314
H4 -1.6735 -2.5647 0.4069
H5 -1.0977 3.1009 -0.0809
H6 0.5518 3.4722 -0.2165
H7 3.1179 0.5195 -0.4142
H8 2.5078 1.6106 0.8736

## Properties
* HOMO-LUMO gap: 8.347 eV
* highest occupied orbital energy: -7.852 eV

Formula: C5H8N4O2S
Source: OMol25
Level of theory: ωB97M-V/def2-TZVPD

Geometry (Å):
C1 -0.5586 -1.6751 1.4523
C2 -1.7308 0.2046 0.9481
C3 0.6497 -1.0036 0.9134
C4 0.1593 -0.1154 -0.2118
C5 -0.5116 0.3099 -2.9800
N1 -1.5678 -0.9252 1.6934
N2 -1.0627 0.5087 -0.0587
N3 1.3344 1.4176 -0.1854
N4 1.2157 -0.1769 1.9735
O1 2.2982 -0.4591 2.3584
O2 0.4852 0.7250 2.3767
S1 0.4088 -0.7863 -1.8657
H1 -0.5314 -2.7002 1.8725
H2 -2.5265 0.9008 1.0512
H3 1.4731 -1.5869 0.4956
H4 -1.5390 0.4066 -2.6377
H5 -0.3992 0.0519 -4.0070
H6 0.1076 1.2132 -2.7068
H7 1.2160 1.8256 -1.0835
H8 1.0796 1.8648 0.6016

## Properties
* HOMO-LUMO gap: 7.864 eV
* highest occupied orbital energy: -9.017 eV

Formula: C5H8N4O2S
Source: OMol25
Level of theory: ωB97M-V/def2-TZVPD

Geometry (Å):
C1 2.4630 1.4104 -1.3437
C2 1.0484 1.5022 -1.7922
C3 -0.2034 0.0498 -0.3745
C4 -1.1989 -0.1030 0.6756
C5 -1.4758 -1.2792 1.4876
H1 2.6164 0.3360 -1.0502
H2 3.1594 1.6541 -2.1368
H3 2.6156 1.9568 -0.4171
H4 0.8537 2.5056 -2.2067
H5 0.8276 0.7399 -2.5512
H6 -3.3379 1.4126 2.3160
H7 0.3319 -2.3223 0.1393
H8 0.4565 -3.7807 1.0749
N1 -1.9868 0.9271 0.9167
N2 -2.9960 0.6372 1.7159
N3 -0.8814 -2.4198 1.6810
N4 0.2403 -2.7584 1.0511
O1 0.1134 1.3174 -0.6447
O2 0.2678 -0.8876 -1.0148
S1 -2.9138 -0.8981 2.4738

## Properties
* structure (SMILES): CCOC(=O)c1n[nH]s/c1=N/N
* HOMO-LUMO gap: 7.328 eV
* highest occupied orbital energy: -7.272 eV

Formula: C5H8N4S
Source: OMol25
Level of theory: ωB97M-V/def2-TZVPD

Geometry (Å):
C1 2.1782 2.0595 0.4813
C2 1.0412 -0.1097 -0.0130
C3 -0.3772 0.3056 -0.1918
C4 -2.4180 1.3439 -0.1127
C5 -1.5256 -0.6462 0.1279
H1 2.1857 3.0637 -0.0674
H2 3.0207 1.9962 1.1068
H3 1.4616 2.0573 1.3401
H4 2.8987 0.2926 -0.3828
H5 -0.6286 2.4185 -0.4447
H6 -3.0551 2.0748 -0.4201
H7 -0.4789 -2.2965 0.6468
H8 -2.3384 -2.4601 0.6653
N1 1.9745 0.8333 -0.3238
N2 -1.1062 1.4688 -0.2766
N3 -2.7060 0.0062 0.0950
N4 -1.4702 -1.8610 0.2558
S1 1.6686 -1.7497 -0.1529

## Properties
* structure (SMILES): CNC(=S)c1[nH]cnc1N
* HOMO-LUMO gap: 7.546 eV
* highest occupied orbital energy: -7.583 eV

Formula: C5H8N5O2S
Source: OMol25
Level of theory: ωB97M-V/def2-TZVPD

Geometry (Å):
C1 0.6680 -0.4594 -1.3981
C2 0.9843 1.2642 0.0071
C3 -1.5937 0.8078 -0.5947
C4 -0.0010 0.7298 -1.1341
C5 -1.6878 -2.3038 1.0335
N1 1.5510 -1.1941 -1.2374
N2 2.0723 0.7352 0.4121
N3 -1.9224 -0.1585 0.3244
N4 -1.1583 -1.1536 0.4311
N5 0.5925 2.4845 0.4450
O1 4.0641 -0.3452 -0.4967
O2 2.4217 -1.5728 1.0138
S1 2.7580 -0.6110 0.0190
H1 -2.0816 1.7744 -0.2860
H2 -2.1449 0.7147 -1.4927
H3 0.0981 1.5280 -1.8731
H4 -0.7844 -3.0830 1.1572
H5 -2.5357 -2.6360 0.2935
H6 -2.1943 -2.1088 1.9921
H7 -0.3202 2.7310 0.1599
H8 1.2142 2.8565 1.2241

## Properties
* structure (SMILES): C/N=N/C[C@@H]1C#[N+]S(=O)(=O)N=C1N
* HOMO-LUMO gap: 7.783 eV
* total charge: +1
* highest occupied orbital energy: -13.639 eV

Formula: C5H8NO
Source: OMol25
Level of theory: ωB97M-V/def2-TZVPD

Geometry (Å):
C1 -0.4886 -1.4591 0.0128
C2 0.2305 -1.6371 -1.0507
C3 -0.2433 -0.4395 1.0811
C4 0.3547 0.8433 0.4607
C5 -0.5244 1.4516 -0.6856
N1 1.5837 0.4604 -0.3269
O1 2.5550 0.0510 0.3355
H1 -1.3781 -2.0571 0.2626
H2 0.0882 -2.4683 -1.7185
H3 -1.3219 -0.2623 1.5755
H4 0.5588 -0.8388 1.6835
H5 0.3705 1.6498 1.2038
H6 0.3076 1.4671 -1.4215
H7 -0.7668 2.4944 -0.4948
H8 -1.3260 0.7447 -0.9175

## Properties
* HOMO-LUMO gap (spin up / spin down): 6.120 / 6.751 eV
* total charge: -1
* highest occupied orbital energy (spin up / spin down): -1.662 / -2.320 eV

Formula: C5H8NO
Source: OMol25
Level of theory: ωB97M-V/def2-TZVPD

Geometry (Å):
C1 -1.4593 -0.8190 0.5434
C2 -1.0003 -0.7475 -0.8695
C3 1.2811 -0.7658 -0.5092
C4 0.1585 0.1548 -0.6444
C5 0.2022 1.5347 -0.0947
N1 -0.0869 -1.1580 0.1658
O1 2.2743 -0.3909 0.2528
H1 -1.6328 0.0859 1.1085
H2 -2.0317 -1.6830 0.8612
H3 -1.2949 -1.3134 -1.7328
H4 1.5576 -1.7609 -1.3113
H5 1.2277 1.8953 -0.1541
H6 -0.0976 1.5902 0.9502
H7 -0.4468 2.1875 -0.6716
H8 2.9753 -1.0477 0.3745

## Properties
* structure (SMILES): C[C@@]12[C@@H](O)[N@+]13C[C@@H]23
* HOMO-LUMO gap: 12.009 eV
* total charge: +1
* highest occupied orbital energy: -15.435 eV

Formula: C5H8NO
Source: OMol25
Level of theory: ωB97M-V/def2-TZVPD

Geometry (Å):
C1 2.7386 0.8837 -0.0391
C2 -3.1553 0.1085 -0.3458
C3 1.9613 -0.1586 -0.4204
C4 -2.0222 -0.4857 0.0799
C5 1.1644 -0.8503 0.4996
N1 -0.8504 0.2078 0.2283
O1 -0.7287 1.3940 0.1958
H1 3.4078 1.3712 -0.7274
H2 2.7449 1.2361 0.9841
H3 -4.0625 -0.4502 -0.5132
H4 -3.1714 1.1715 -0.5569
H5 1.9742 -0.4875 -1.4519
H6 -1.9396 -1.5466 0.2772
H7 1.2004 -0.5888 1.5465
H8 0.7384 -1.8052 0.2434

## Properties
* HOMO-LUMO gap (spin up / spin down): 8.227 / 8.226 eV
* total charge: +1
* highest occupied orbital energy (spin up / spin down): -14.029 / -14.030 eV

Formula: C5H8NO2
Source: OMol25
Level of theory: ωB97M-V/def2-TZVPD

Geometry (Å):
C1 -1.4634 -1.0363 -1.2074
C2 -0.8595 -2.2224 -1.3919
C3 -0.3714 0.6427 -2.4400
N1 -1.4532 -0.0093 -2.2206
H1 -1.9769 -0.8580 -0.2565
H2 -0.2929 -2.4535 -2.3178
H3 -0.8878 -2.9783 -0.6048
H4 -0.3972 1.3642 -3.3158
H5 0.4696 0.6831 -1.6900
O1 1.2548 0.8698 0.4277
C4 0.6981 0.5652 1.5091
O2 -0.2286 -0.2717 1.6505
C5 1.2817 1.2821 2.7161
H6 0.7117 0.9563 3.6092
H7 2.3568 1.0802 2.9298
H8 1.1582 2.3860 2.6024

## Properties
* HOMO-LUMO gap: 8.284 eV
* total charge: -1
* highest occupied orbital energy: -4.070 eV

Formula: C5H8NO2
Source: OMol25
Level of theory: ωB97M-V/def2-TZVPD

Geometry (Å):
O1 1.8433 -0.3056 0.9499
C1 1.5065 -0.0463 -0.2279
O2 1.8465 -0.6761 -1.2599
C2 0.5916 1.1787 -0.4634
C3 -0.6662 1.2633 0.3920
C4 -1.4189 -0.0693 0.2319
C5 -2.3206 -0.2758 -0.7112
N1 -1.1456 -1.0304 1.2151
H1 1.2029 2.0738 -0.3015
H2 0.3077 1.2072 -1.5177
H3 -1.2683 2.1144 0.0992
H4 -0.5186 1.3638 1.4747
H5 -2.6345 0.3539 -1.5397
H6 -2.9658 -1.1452 -0.8275
H7 -0.7490 -1.8833 0.8361
H8 -0.4634 -0.7323 1.8778

## Properties
* structure (SMILES): C=C(N)CCC(=O)[O-]
* HOMO-LUMO gap: 8.089 eV
* total charge: -1
* highest occupied orbital energy: -4.053 eV

Formula: C5H8NO2
Source: OMol25
Level of theory: ωB97M-V/def2-TZVPD

Geometry (Å):
C1 -0.0486 2.5297 -1.7979
C2 -0.3347 1.2193 -1.1548
C3 -0.2572 -0.6747 0.6877
C4 0.5779 -1.8162 1.0690
C5 0.1732 1.0460 0.0664
N1 0.2239 -2.9437 1.7199
O1 0.9730 -3.9204 2.0183
O2 0.3855 1.8068 0.9783
H1 0.9630 2.4791 -2.1808
H2 -0.7135 2.7853 -2.6346
H3 -0.6121 0.5243 -1.8323
H4 -0.9611 -1.0402 -0.1799
H5 -0.9620 -0.3976 1.5116
H6 1.5896 -1.9495 0.6451
H7 -0.6700 -2.9852 2.2131
H8 -0.3268 3.3372 -1.1290

## Properties
* HOMO-LUMO gap (spin up / spin down): 6.150 / 5.269 eV
* total charge: -1
* highest occupied orbital energy (spin up / spin down): -2.072 / -2.723 eV
* multiplicity: 3